No. 1
14
Properties=species:S:1:pos:R:3:forces:R:3 method="wB97M-V/def2-TZVPD" spin_multiplicity=1 fmax_ev_per_a=0.68 smiles="C1=C[C@@H]2CC2=C1.[H][H]" mol_weight_g_mol=80.1
C 1.202858 -1.342349 0.313150 0.37 -0.09 0.13
C -0.308242 -0.891786 -0.170391 -0.33 0.16 -0.22
C -1.245780 0.040164 0.414569 0.10 -0.11 0.28
C -0.609078 1.232012 0.711936 -0.01 -0.05 -0.02
C 0.755693 1.114090 0.356676 0.02 0.01 -0.02
C 0.923989 -0.091310 -0.303324 0.12 -0.16 0.47
H 1.546456 -1.365220 1.345862 -0.14 -0.13 -0.01
H 1.438876 -2.226138 -0.277295 -0.08 0.14 0.13
H -0.647900 -1.602511 -0.917519 0.08 0.10 0.17
H -2.324408 -0.098246 0.393463 0.23 -0.10 0.20
H -0.978094 0.740404 -1.800173 0.10 0.20 -0.52
H -1.068872 2.092060 1.190787 0.07 -0.14 -0.14
H 1.558754 1.774602 0.663287 -0.11 -0.11 0.01
H -0.244251 0.624228 -1.921028 -0.43 0.27 -0.45

***

No. 2
14
Properties=species:S:1:pos:R:3:forces:R:3 method="wB97M-V/def2-TZVPD" spin_multiplicity=1 fmax_ev_per_a=0.83 smiles="C=CC=C.C#C" mol_weight_g_mol=80.1
C 1.594893 -0.901908 -0.328480 -0.03 -0.04 -0.17
C -0.558509 -0.358965 -1.459892 -0.05 -0.08 -0.01
C -1.485416 -0.693769 -0.564053 0.14 0.04 -0.08
C -0.655086 1.548355 2.537467 0.44 0.08 -0.33
C 0.064537 1.373658 1.588727 -0.15 0.50 0.64
C 0.885187 -0.214715 -1.218420 0.12 -0.36 -0.13
H 1.111591 -1.594381 0.356429 0.19 0.02 -0.09
H 2.676491 -0.813072 -0.323858 -0.13 0.02 0.28
H -0.833435 -0.212378 -2.502587 -0.20 0.13 0.16
H -1.240964 -0.873180 0.480379 -0.03 0.14 -0.15
H -2.527009 -0.786947 -0.852499 0.12 -0.05 0.02
H -1.229098 1.781761 3.408332 -0.03 -0.21 -0.22
H 0.778287 1.319094 0.792226 -0.34 -0.20 0.13
H 1.421624 0.437715 -1.900816 -0.05 0.02 -0.04

***

No. 3
14
Properties=species:S:1:pos:R:3:forces:R:3 method="wB97M-V/def2-TZVPD" spin_multiplicity=1 fmax_ev_per_a=5.02 mol_weight_g_mol=80.1
C -1.200096 -0.289543 0.634244 0.52 -0.09 0.31
C -0.318986 0.927366 0.411992 -0.52 1.91 -0.92
C 1.234945 0.759057 -0.496988 -2.05 -1.52 4.33
C 1.050570 -0.803831 0.287477 1.96 0.62 -1.83
C -0.299000 -0.881666 -0.453120 -0.12 -0.03 -0.19
C -0.091652 0.564229 -1.019035 -1.14 -0.21 -0.60
H -2.227525 -0.075063 0.296120 0.40 -0.01 0.04
H -1.227588 -0.790549 1.605931 0.09 -0.08 0.00
H -0.351714 1.878633 0.893587 -0.38 0.62 -0.18
H 1.644579 1.778872 -0.437643 0.48 -0.85 0.53
H 1.911406 -1.187585 -0.183215 0.59 -1.89 -0.46
H 0.990872 -1.175021 1.341498 0.27 1.28 -0.53
H -0.563578 -1.766643 -1.039064 0.10 0.19 0.17
H -0.552231 1.061740 -1.841782 -0.20 0.08 -0.67

***

No. 4
14
Properties=species:S:1:pos:R:3:forces:R:3 method="wB97M-V/def2-TZVPD" spin_multiplicity=1 fmax_ev_per_a=0.28 smiles="C1=C[C@H]2C[C@H]2C1" mol_weight_g_mol=80.1
C -1.499762 0.454357 0.060414 -0.12 0.08 0.12
C -0.317801 0.439773 -0.865883 0.07 0.07 -0.12
C 1.026602 0.834689 -0.237852 0.00 0.04 -0.05
C 1.388399 -0.358756 0.624604 -0.12 -0.06 0.12
C 0.380257 -1.227542 0.706695 0.11 0.09 -0.02
C -0.753419 -0.834445 -0.180750 -0.03 -0.21 -0.07
H -1.379067 0.991820 0.997842 0.03 -0.22 -0.02
H -2.508913 0.497749 -0.343709 0.25 0.10 -0.06
H -0.442757 0.556367 -1.938900 -0.10 0.07 0.22
H 0.909505 1.711858 0.414935 0.04 -0.04 -0.18
H 1.787204 1.104807 -0.978522 -0.09 -0.19 0.05
H 2.336779 -0.440457 1.149223 -0.22 0.07 0.05
H 0.356979 -2.122980 1.321655 0.09 0.12 -0.12
H -1.284008 -1.607241 -0.729746 0.08 0.09 0.07

***

No. 5
14
Properties=species:S:1:pos:R:3:forces:R:3 method="wB97M-V/def2-TZVPD" spin_multiplicity=1 fmax_ev_per_a=5.38 smiles="C1=C[C@H]2C[C@H]2C1" mol_weight_g_mol=80.1
C -0.007555 -2.520640 0.328019 -2.51 2.42 0.62
C -1.454044 -1.475163 0.003319 2.34 -4.46 -1.89
C -1.298634 -0.053933 -0.416329 1.20 0.30 1.20
C -0.145609 0.032559 -1.391059 -0.17 -0.27 -0.74
C 0.383863 -1.146330 -1.756084 -0.37 0.28 0.04
C -0.187588 -2.341928 -1.083570 -1.16 1.28 0.03
H 0.681028 -1.864721 0.868208 0.04 -0.48 -0.25
H -0.224196 -3.493247 0.772669 -0.10 0.45 0.00
H -2.361539 -1.997877 -0.322678 0.38 -0.05 0.66
H -1.046777 0.413251 0.564904 -0.10 0.70 -0.83
H -2.215639 0.411733 -0.815772 0.29 -0.37 0.23
H 0.089804 0.964510 -1.909544 0.23 -0.13 0.46
H 1.118750 -1.246001 -2.557689 -0.14 0.08 0.27
H -0.494756 -3.195089 -1.693889 0.06 0.28 0.21

***

No. 6
14
Properties=species:S:1:pos:R:3:forces:R:3 method="wB97M-V/def2-TZVPD" spin_multiplicity=1 fmax_ev_per_a=0.60 mol_weight_g_mol=80.1
C -1.425570 -1.466718 0.248162 0.01 -0.01 0.03
C -0.283730 -0.732632 0.866711 0.45 0.08 0.32
C 0.684189 -0.647415 1.707354 -0.40 -0.27 -0.35
C 0.139023 0.732054 0.456337 -0.25 0.24 -0.03
C 1.446850 1.176886 -0.196177 0.12 0.00 0.02
C 0.287863 0.858550 -1.053244 -0.01 -0.03 -0.25
H -2.371888 -0.931594 0.385743 0.19 -0.01 0.01
H -1.533545 -2.460011 0.693704 0.10 0.21 0.00
H -1.274423 -1.600886 -0.829730 0.02 0.09 0.19
H -0.399628 1.534432 0.954495 0.00 -0.20 -0.14
H 1.712322 2.222744 -0.061720 -0.11 -0.22 0.09
H 2.287720 0.492885 -0.166457 -0.22 0.04 0.02
H -0.280045 1.655922 -1.521053 0.14 -0.08 0.03
H 0.311363 -0.077911 -1.601985 -0.02 0.17 0.04

***

No. 7
14
Properties=species:S:1:pos:R:3:forces:R:3 method="wB97M-V/def2-TZVPD" spin_multiplicity=1 fmax_ev_per_a=2.53 smiles="C=CC(=C)C=C" mol_weight_g_mol=80.1
C 2.264045 -0.333585 0.465405 -0.60 -1.39 -1.49
C 1.251337 -0.657354 -0.400046 1.06 1.55 1.70
C -0.000296 0.185541 -0.409232 -0.12 -0.90 0.02
C -0.003176 1.512849 -0.293240 1.38 -0.51 -0.47
C -1.287510 -0.565197 -0.433015 -1.07 -0.70 0.99
C -2.262706 -0.369751 0.507624 1.74 0.69 -1.07
H 3.175125 -0.978601 0.561400 -0.95 0.77 -0.19
H 2.195849 0.555799 1.081235 -0.02 -0.17 0.07
H 1.311016 -1.542856 -1.020344 -0.11 -0.04 0.04
H 0.957191 2.025129 -0.355214 -0.33 0.14 0.22
H -0.905167 2.067826 -0.255220 -0.63 0.43 0.02
H -1.383166 -1.407165 -1.187618 0.00 1.19 0.89
H -3.205917 -0.885679 0.415737 -0.06 -0.09 0.25
H -2.106628 0.393042 1.322523 -0.29 -0.97 -0.99

***

No. 8
14
Properties=species:S:1:pos:R:3:forces:R:3 method="wB97M-V/def2-TZVPD" spin_multiplicity=1 fmax_ev_per_a=6.97 mol_weight_g_mol=80.1
C -1.500025 -0.292133 0.104479 -1.51 3.14 -1.15
C -0.848103 1.116825 0.014286 -0.33 0.99 -0.66
C 0.525503 1.335349 0.163952 -3.74 3.50 -3.77
C 1.555592 0.214341 0.122384 -0.66 -0.65 -2.28
C 0.763396 -1.115252 -0.184300 6.56 1.60 1.74
C -0.451800 -1.284695 0.153860 -1.86 -1.42 -1.34
H -2.107368 -0.280015 1.024237 -0.37 -0.27 -0.63
H -2.171558 -0.296323 -0.919328 1.33 -0.64 2.73
H -1.764552 2.027059 -0.400627 3.43 -2.65 1.69
H 0.590759 2.489342 -0.344768 1.13 -3.11 1.98
H 2.420051 0.273621 -0.620803 -1.40 0.70 0.49
H 2.097570 0.141133 1.035234 0.13 -0.38 1.09
H 1.445816 -2.009649 -0.234005 -0.76 0.92 -0.19
H -0.555283 -2.319601 0.085395 -1.94 -1.74 0.30

***

No. 9
14
Properties=species:S:1:pos:R:3:forces:R:3 method="wB97M-V/def2-TZVPD" spin_multiplicity=1 fmax_ev_per_a=3.19 mol_weight_g_mol=80.1
C 1.552535 -0.011105 0.430798 0.47 -1.64 -0.48
C 2.325635 0.278218 1.474787 -0.18 0.91 0.50
C -0.505149 -0.220215 -0.831393 -0.72 -2.78 -1.40
C 0.200992 0.390058 0.146186 1.07 3.00 -0.21
C -2.010887 -0.515262 -0.426081 -1.60 1.64 -1.12
C -1.823483 0.075733 -1.716255 0.85 0.85 0.11
H 1.926224 -0.808873 -0.220652 -0.39 -0.22 0.35
H 2.217592 1.208392 2.020837 -0.47 -0.19 0.40
H 3.078634 -0.394819 1.858138 0.46 0.14 -0.58
H -0.055839 -1.097844 -1.263755 0.41 -0.32 0.28
H -0.102867 1.356334 0.570435 -0.40 -0.53 0.19
H -2.367489 -1.534878 -0.485975 0.95 -0.44 0.82
H -2.344584 0.158482 0.363895 -0.48 -0.56 0.36
H -2.091313 1.115775 -1.920964 0.03 0.14 0.77

***

Number 1: energy -6347.207 eV, highest occupied orbital energy -8.62 eV. Number 2: energy -6347.917 eV, highest occupied orbital energy -9.13 eV. Number 3: energy -6345.673 eV, highest occupied orbital energy -7.62 eV. Number 4: energy -6350.248 eV, highest occupied orbital energy -8.78 eV. Number 5: energy -6348.334 eV, highest occupied orbital energy -8.03 eV. Number 6: energy -6346.977 eV, highest occupied orbital energy -9.44 eV. Number 7: energy -6349.455 eV, highest occupied orbital energy -8.94 eV. Number 8: energy -6347.459 eV, highest occupied orbital energy -9.09 eV. Number 9: energy -6345.622 eV, highest occupied orbital energy -7.13 eV.